No. 1
# C33H40BrF24N3O5P

A cluster of 4 separate species, C33H40BrF24N3O5P in total (ωB97M-V/def2-TZVPD, the OMol25 dataset).

Positions of all 107 atoms, in Å:
C 6.542 5.546 -0.984
C 7.151 4.685 -2.109
C 6.120 4.055 -3.042
Br 6.822 4.093 -4.876
N 5.596 2.684 -2.639
C 4.379 2.989 -1.775
C 3.075 3.218 -2.523
C 2.035 3.622 -1.487
O 2.283 3.576 -0.322
N 0.796 4.012 -1.989
C -0.293 3.075 -1.834
C -1.587 3.545 -2.022
C -2.686 2.696 -1.885
C -2.487 1.360 -1.540
C -1.191 0.888 -1.369
C -0.088 1.735 -1.517
C 5.200 1.821 -3.781
C 4.747 0.525 -3.145
C 5.813 0.368 -1.993
C 6.509 1.745 -1.865
C 6.860 2.118 -0.402
C 6.865 0.963 0.581
N 7.866 0.520 1.188
P 8.193 1.396 -2.664
O 9.049 0.629 -1.751
H 7.097 6.464 -0.859
H 5.535 5.846 -1.269
H 6.439 5.006 -0.051
H 7.858 3.984 -1.692
H 7.737 5.360 -2.717
H 5.281 4.730 -3.089
H 4.570 3.873 -1.184
H 4.231 2.200 -1.051
H 2.685 2.348 -3.035
H 3.173 4.057 -3.212
H 0.870 4.347 -2.941
H -1.756 4.583 -2.265
H -3.686 3.068 -2.036
H -3.302 0.668 -1.409
H -1.028 -0.149 -1.122
H 0.891 1.305 -1.364
H 6.057 1.519 -4.367
H 4.543 2.275 -4.511
H 3.783 0.583 -2.663
H 4.813 -0.296 -3.843
H 5.232 0.091 -1.128
H 6.530 -0.411 -2.216
H 7.865 2.533 -0.378
H 6.216 2.891 0.013
H 5.903 0.514 0.809
H 8.714 0.998 0.878
H 8.732 2.612 -3.119
H 7.885 0.662 -3.825
C -5.756 -3.023 0.782
C -5.179 -1.617 0.545
C -5.754 -0.475 1.382
F -7.069 -0.308 1.145
F -5.133 0.689 1.054
F -5.245 -1.330 -0.777
F -3.850 -1.694 0.858
O -6.734 -3.495 -0.128
C -8.074 -3.253 0.046
C -8.653 -2.441 -1.116
F -8.025 -1.253 -1.226
F -9.962 -2.211 -0.879
F -8.338 -2.686 1.235
F -8.700 -4.449 0.028
H -4.914 -3.689 0.623
H -6.060 -3.171 1.818
H -5.601 -0.661 2.445
H -8.542 -2.993 -2.051
C -2.171 -4.576 -1.119
C -2.483 -5.667 -0.079
C -1.323 -6.194 0.768
F -0.393 -6.795 0.000
F -1.804 -7.108 1.640
F -3.136 -6.685 -0.668
F -3.344 -5.086 0.813
O -2.007 -4.976 -2.464
C -0.791 -5.368 -2.958
C -0.818 -6.821 -3.438
F -1.140 -7.644 -2.425
F 0.414 -7.150 -3.886
F 0.207 -5.151 -2.080
F -0.535 -4.601 -4.043
H -3.064 -3.952 -1.142
H -1.359 -3.929 -0.788
H -0.858 -5.381 1.333
H -1.544 -6.938 -4.245
C -4.941 0.701 7.672
C -5.677 0.386 6.361
C -5.414 -0.970 5.708
F -4.124 -1.105 5.340
F -6.169 -1.061 4.580
F -5.464 1.373 5.464
F -7.005 0.385 6.661
O -3.776 1.501 7.588
C -2.541 0.956 7.360
C -1.936 1.474 6.052
F -2.728 1.164 5.007
F -0.733 0.886 5.862
F -2.560 -0.389 7.398
F -1.727 1.373 8.353
H -5.638 1.315 8.239
H -4.773 -0.198 8.267
H -5.686 -1.790 6.377
H -1.809 2.557 6.100

Results
M in g mol⁻¹: 1125.529
LUMO level in eV: -2.6692
Net charge: +1
Highest occupied orbital energy in eV: -11.245

---

No. 2
# C33H40Cl2N2NaO4

A structure of composition C33H40Cl2N2NaO4 (ωB97M-V/def2-TZVPD, the OMol25 dataset).

Positions of all 82 atoms, in Å:
Na 0.299 -1.244 0.357
C 0.103 4.361 2.315
C 0.854 3.074 1.967
C 2.333 3.356 1.686
C 0.698 2.023 3.055
C 1.226 2.247 4.323
C 1.149 1.280 5.311
C 0.555 0.058 5.028
C 0.016 -0.213 3.777
C -0.604 -1.574 3.484
C 0.446 -2.686 3.626
C -1.813 -1.838 4.382
C 0.071 0.798 2.806
N -0.482 0.516 1.525
C -1.637 0.945 1.259
C -2.473 0.492 0.084
C -3.773 1.233 0.107
C -4.478 1.506 -0.986
C -3.965 1.165 -2.310
C -2.749 0.638 -2.455
C -1.869 0.375 -1.305
N -0.695 -0.107 -1.429
C -0.152 -0.373 -2.721
C 0.420 0.675 -3.457
C 1.001 0.386 -4.687
C 1.029 -0.908 -5.183
C 0.478 -1.933 -4.430
C -0.114 -1.692 -3.196
C -0.679 -2.838 -2.375
C -1.567 -3.775 -3.195
C 0.462 -3.623 -1.701
C 0.472 2.095 -2.917
C 1.923 2.512 -2.645
C -0.222 3.093 -3.849
H 0.208 5.097 1.513
H 0.495 4.804 3.235
H -0.963 4.167 2.465
H 0.423 2.676 1.051
H 2.824 3.793 2.560
H 2.436 4.059 0.854
H 2.860 2.436 1.425
H 1.715 3.192 4.536
H 1.566 1.470 6.292
H 0.518 -0.707 5.796
H -0.975 -1.594 2.450
H 0.823 -2.756 4.651
H 1.297 -2.502 2.964
H 0.003 -3.651 3.362
H -1.535 -1.840 5.441
H -2.250 -2.810 4.140
H -2.583 -1.077 4.231
H -2.185 1.548 1.994
H -4.161 1.488 1.088
H -5.442 1.993 -0.901
H -4.581 1.355 -3.181
H -2.361 0.401 -3.438
H 1.449 1.190 -5.263
H 1.487 -1.115 -6.143
H 0.513 -2.951 -4.805
H -1.299 -2.415 -1.578
H -0.984 -4.389 -3.889
H -2.305 -3.215 -3.775
H -2.104 -4.450 -2.525
H 1.079 -4.131 -2.448
H 0.054 -4.372 -1.018
H 1.129 -2.963 -1.137
H -0.052 2.116 -1.963
H 2.499 2.543 -3.574
H 2.412 1.809 -1.967
H 1.956 3.508 -2.193
H 0.269 3.124 -4.825
H -0.182 4.099 -3.422
H -1.272 2.830 -4.005
O -1.746 -1.760 0.452
O -2.871 -0.902 0.469
Cl 4.449 -4.377 -0.459
C 3.691 -3.437 0.850
Cl 4.713 -3.462 2.318
C 3.411 -1.962 0.421
O 4.329 -1.331 -0.081
O 2.217 -1.618 0.672
H 2.768 -3.937 1.108

Results
M in g mol⁻¹: 622.589
LUMO level in eV: 1.9212
Net charge: -1
Highest occupied orbital energy in eV: -4.751

---

No. 3
# C33H40N4P2Sn

A structure of composition C33H40N4P2Sn (ωB97M-V/def2-TZVPD, the OMol25 dataset).

Positions of all 80 atoms, in Å:
Sn 0.235 0.751 3.003
C -1.865 2.041 -5.596
C -1.953 0.830 -5.037
C -1.143 -0.385 -5.369
C 0.217 -0.141 -6.061
C 1.171 0.731 -5.289
C 1.258 2.063 -5.308
C 0.448 3.019 -6.141
C -0.910 2.502 -6.664
C 1.940 0.923 4.403
H -2.597 2.808 -5.310
H -2.757 0.645 -4.316
H -1.731 -1.055 -6.020
H -0.968 -0.954 -4.442
H 0.699 -1.126 -6.164
H 0.045 0.219 -7.081
H 1.901 0.163 -4.698
H 2.054 2.550 -4.733
H 1.039 3.342 -7.016
H 0.272 3.931 -5.551
H -1.391 3.352 -7.174
H -0.740 1.745 -7.436
H 1.658 1.633 5.190
H 2.858 1.237 3.903
H 2.046 -0.077 4.828
P 1.887 -0.361 1.147
P -1.265 -0.641 1.097
N 2.912 0.959 0.597
N 3.062 -1.610 1.500
N -1.972 0.635 0.107
N -2.680 -1.614 1.441
C 1.089 -0.923 -0.387
C -0.305 -1.570 -0.134
C 2.723 2.289 0.994
C 3.602 3.091 0.294
C 4.365 2.243 -0.570
C 3.923 0.944 -0.371
C 3.922 -1.562 2.613
C 4.561 -2.785 2.733
C 4.090 -3.624 1.670
C 3.173 -2.890 0.939
C -2.167 1.933 0.601
C -2.595 2.746 -0.434
C -2.659 1.941 -1.615
C -2.267 0.658 -1.258
C -3.791 -1.931 0.646
C -4.578 -2.847 1.329
C -3.942 -3.103 2.589
C -2.792 -2.349 2.632
H 1.760 -1.633 -0.893
H 0.996 -0.041 -1.046
H -0.871 -1.656 -1.075
H -0.176 -2.591 0.271
H 1.974 2.528 1.736
H 3.682 4.163 0.392
H 5.142 2.570 -1.248
H 4.238 0.014 -0.819
H 4.000 -0.661 3.197
H 5.276 -3.057 3.491
H 4.392 -4.641 1.481
H 2.595 -3.154 0.069
H -1.949 2.153 1.637
H -2.831 3.799 -0.362
H -2.944 2.268 -2.607
H -2.165 -0.232 -1.861
H -3.928 -1.465 -0.314
H -5.495 -3.295 0.979
H -4.298 -3.768 3.363
H -2.038 -2.228 3.397
C -2.115 -1.185 7.004
C -0.989 -1.879 6.554
C -0.348 -1.487 5.364
C -0.845 -0.393 4.656
C -1.982 0.281 5.079
C -2.618 -0.104 6.270
H -2.607 -1.482 7.929
H -0.594 -2.722 7.126
H 0.533 -2.040 5.031
H -2.383 1.122 4.509
H -3.495 0.445 6.609

Results
M in g mol⁻¹: 673.370
LUMO level in eV: 0.2819
Highest occupied orbital energy in eV: -6.894

---

| no. | gap between HOMO and LUMO (eV) |
| --- | --- |
| 1 | 8.58 |
| 2 | 6.67 |
| 3 | 7.18 |